1.
Formula: C3H10NOSi2
Source: OMol25
Level of theory: ωB97M-V/def2-TZVPD

Summary:
HOMO: -12.2 eV
SMILES string: O=C1[SiH2]C[NH2+]C[SiH2]1
frontier orbital gap: 0.3114 hartree
ΔE to the lowest compared entry with this formula, charge and spin: 0.0 kJ/mol
total charge: +1

Geometry (Å):
C -0.73 -0.90 1.34
O -1.22 -1.58 2.18
H -2.43 -0.67 -0.54
C 0.00 -0.55 -1.45
H 2.06 0.59 -0.28
N 0.20 0.95 -1.00
Si 0.51 0.62 1.83
H -0.33 -0.43 -2.49
H 1.72 -0.06 2.36
Si -1.34 -1.58 -0.29
H 1.05 -0.95 -1.39
H 0.41 1.54 -1.86
H -0.77 1.17 -0.78
H -1.35 -3.02 -0.30
H -0.35 1.46 2.71
H 1.41 2.23 -0.13
C 1.16 1.17 0.10



2.
Formula: C3H10NPS2
Source: OMol25
Level of theory: ωB97M-V/def2-TZVPD

Summary:
HOMO (alpha / beta): -7.8 / -8.8 eV
frontier orbital gap (alpha / beta): 0.3124 / 0.2465 hartree
2S+1: 3
ΔE to the lowest compared entry with this formula, charge and spin: 0.0 kJ/mol
<S²>: 2.01
total charge: 0

Geometry (Å):
C 1.50 2.50 0.76
H 1.86 2.46 1.85
H -0.17 0.54 -1.53
H -2.45 -2.58 1.05
H -4.10 -2.97 0.46
P 1.14 -0.17 0.16
S -3.37 -1.03 -0.48
S 2.44 -1.63 0.38
C 1.99 1.39 -0.12
H -0.48 -1.19 -1.17
H -2.65 -3.34 -0.63
H 0.40 2.36 0.89
C -3.09 -2.66 0.18
H 1.96 3.46 0.45
H 1.83 1.79 -1.14
H 3.04 1.38 0.06
N 0.15 -0.32 -1.17



3.
Formula: C3H10NS
Source: OMol25
Level of theory: ωB97M-V/def2-TZVPD

Summary:
HOMO: -2.2 eV
frontier orbital gap: 0.2356 hartree
ΔE to the lowest compared entry with this formula, charge and spin: 208.5 kJ/mol
total charge: -1

Geometry (Å):
H -1.03 -0.97 1.53
H 0.40 -0.22 1.80
C -0.81 2.08 0.06
H -0.21 2.45 -0.74
H -1.80 0.13 -0.25
H 1.88 -2.75 -0.76
N -0.51 -0.02 1.37
H 0.26 -1.83 -0.81
H -1.87 2.36 0.20
H -0.27 0.05 -0.73
C 1.36 -1.79 -0.95
H -0.40 2.31 0.97
S 2.32 -0.73 0.27
C -0.90 0.56 0.06
H 1.57 -1.63 -2.00



4.
Formula: C3H10NS
Source: OMol25
Level of theory: ωB97M-V/def2-TZVPD

Summary:
HOMO: -2.1 eV
frontier orbital gap: 0.2217 hartree
ΔE to the lowest compared entry with this formula, charge and spin: 165.2 kJ/mol
total charge: -1

Geometry (Å):
S 1.78 -1.02 -1.89
H -0.55 0.90 1.53
C -1.55 -0.79 1.79
C -0.91 0.09 -0.38
H 0.00 -0.52 -0.40
H -1.81 -0.37 -0.81
H -2.35 -0.66 2.51
H -0.77 1.00 -0.97
H -0.62 -1.12 2.31
H 1.60 1.42 -1.46
N -1.30 0.45 1.02
C 2.40 0.64 -1.50
H -1.70 -1.62 1.09
H 2.80 0.54 -0.49
H 2.98 1.05 -2.34



5.
Formula: C3H10NS
Source: OMol25
Level of theory: ωB97M-V/def2-TZVPD

Summary:
HOMO: -12.4 eV
SMILES string: [NH3+]CCCS
frontier orbital gap: 0.3064 hartree
ΔE to the lowest compared entry with this formula, charge and spin: 220.5 kJ/mol
total charge: +1

Geometry (Å):
S 2.12 -1.53 -1.63
H 0.91 0.90 0.82
H -2.54 0.62 1.07
H -1.17 -1.12 0.17
H 1.08 -0.78 1.00
H 1.95 0.89 -1.53
H 0.40 0.04 -1.89
C 0.81 0.04 0.25
H 1.19 -2.39 -1.21
H -1.18 0.33 -0.76
C 1.20 0.01 -1.16
C -0.68 0.04 0.18
H -1.21 0.41 2.13
H -1.34 1.82 1.29
N -1.53 0.74 1.27



6.
Formula: C3H10NS
Source: OMol25
Level of theory: ωB97M-V/def2-TZVPD

Summary:
HOMO (alpha / beta): -19.9 / -19.9 eV
frontier orbital gap (alpha / beta): 0.3177 / 0.2059 hartree
2S+1: 2
ΔE to the lowest compared entry with this formula, charge and spin: 572.8 kJ/mol
<S²>: 0.76
total charge: +2

Geometry (Å):
H 1.31 -1.26 0.44
H -1.65 1.03 -0.46
C -0.46 0.27 -1.86
S 0.57 1.16 0.59
H -0.61 2.34 -1.27
N -0.16 -1.43 1.91
C 0.98 -1.10 1.39
H -0.37 -0.65 -1.32
H -0.52 -2.37 1.85
H 1.86 -0.80 1.93
H 0.21 0.49 -2.67
C -0.75 1.32 -0.87
H -1.30 -0.07 -2.38
H 1.75 1.78 0.90
H -0.87 -0.71 1.84